1.
{
  "formula": "C5H11P",
  "method": "ωB97M-V/def2-TZVPD",
  "de_lowest_ev": 4.414,
  "multiplicity": 1,
  "homo_ev": -7.34,
  "smiles": "C[PH2]=C1C[C@H]1C",
  "elements": ["C", "P", "C", "C", "C", "C", "H", "H", "H", "H", "H", "H", "H", "H", "H", "H", "H"],
  "coordinates": [[-2.323, -1.232, -0.923], [-0.655, -0.016, -1.062], [0.637, 1.166, -0.693], [0.510, 2.008, 0.552], [1.645, 1.017, 0.418], [1.919, -0.149, 1.293], [-2.090, -2.232, -0.920], [-2.832, -1.140, -1.785], [-2.837, -1.000, 0.072], [0.017, -0.901, -1.842], [-1.327, 0.705, -2.155], [-0.415, 1.801, 1.144], [0.817, 2.993, 0.621], [2.615, 1.582, 0.247], [1.492, 0.079, 2.279], [2.980, -0.217, 1.429], [1.726, -1.143, 0.919]],
  "nbo_charge": [-0.853, 0.755, -0.400, -0.462, -0.277, -0.626, 0.206, 0.208, 0.217, -0.030, -0.018, 0.203, 0.212, 0.223, 0.216, 0.217, 0.210]
}


2.
{
  "formula": "C5H11PS",
  "method": "ωB97M-V/def2-TZVPD",
  "de_lowest_ev": 2.198,
  "multiplicity": 1,
  "homo_ev": -8.30,
  "smiles": "C=CCC.CP=S",
  "elements": ["C", "C", "C", "C", "H", "H", "H", "H", "H", "H", "H", "H", "C", "P", "S", "H", "H", "H"],
  "coordinates": [[0.340, -0.741, -1.032], [0.479, 0.560, -1.189], [1.064, 1.524, -0.233], [2.244, 0.890, 0.456], [0.193, -1.360, -1.878], [0.617, -1.138, -0.059], [0.279, 0.887, -2.308], [1.544, 2.321, -0.895], [0.276, 2.057, 0.524], [2.630, 1.663, 1.081], [2.959, 0.713, -0.434], [1.967, 0.056, 1.065], [-2.387, -1.793, 0.979], [-2.464, -0.550, -0.382], [-2.767, 1.146, 0.539], [-1.235, -1.766, 1.272], [-2.720, -2.793, 0.591], [-3.021, -1.675, 1.903]],
  "nbo_charge": [-0.460, -0.118, -0.460, -0.598, 0.219, 0.191, 0.202, 0.215, 0.235, 0.211, 0.210, 0.201, -1.045, 0.718, -0.462, 0.249, 0.234, 0.256]
}


Per-record total energy, a.u.: -538.26398; -936.56333